{"formula": "CH7IN3", "method": "wB97M-V/def2-TZVPD", "relative_energy_kcal_mol": 70.1, "total_energy_ha": -503.944317, "spin_multiplicity": 1, "charge": 1, "smiles": "NN[C@@H]([NH3+])I", "elements": ["I", "N", "N", "N", "C", "H", "H", "H", "H", "H", "H", "H"], "coordinates": [[-2.5515, -1.1928, 1.6802], [0.5847, -0.2956, -1.0776], [-0.6364, 0.9842, 0.6357], [-0.2584, -1.1531, -0.2441], [-0.6545, -0.4811, 0.9422], [-0.3333, 1.0304, -0.3965], [0.1890, 1.4409, 1.0396], [1.5713, -0.4997, -1.1795], [-1.3902, 1.4818, 0.9822], [0.1043, -0.4618, 1.8104], [0.1098, -2.0966, -0.2176], [0.1376, -0.2312, -2.0365]], "forces_ev_per_angstrom": [[0.6, 0.3, -0.2], [-2.0, 0.1, -1.6], [2.4, -0.4, -1.5], [1.3, 0.9, -2.0], [1.7, 0.2, 2.5], [-0.7, 0.0, 0.6], [-0.1, -0.4, 0.3], [0.0, -0.5, 0.4], [-2.4, 1.2, 0.3], [-1.3, -1.0, -1.0], [-0.4, 0.1, 0.6], [0.9, -0.5, 1.5]]}